Record 1
Density functional theory data (ωB97M-V with the def2-TZVPD basis set) for the molecule C4H8O2.

The geometry in XYZ format:
```
14
C4H8O2 | the OMol25 dataset | ωB97M-V with the def2-TZVPD basis set
H 1.309 0.640 -1.249
H 1.593 0.852 1.193
C 1.851 0.026 -0.518
C -0.367 -0.822 0.179
H -0.996 -1.348 0.901
O 2.326 0.827 0.564
H 2.735 -0.392 -1.011
O -1.001 0.071 -0.624
H 1.424 -1.738 0.741
C -2.214 0.610 -0.145
C 0.951 -1.007 0.093
H -2.676 1.108 -0.999
H -2.043 1.346 0.651
H -2.890 -0.174 0.223
```

Output
Largest force on an atom: 0.00688 hartree/bohr
SMILES: CO/C=C\CO
DFT total energy: -8371.09605 eV
Multiplicity: 1

***

Record 2
Density functional theory data (ωB97M-V with the def2-TZVPD basis set) for a structure of composition C47H51ClN5O6PS2Y.

The geometry in XYZ format:
```
114
C47H51ClN5O6PS2Y | the OMol25 dataset | ωB97M-V with the def2-TZVPD basis set
H -2.443 -0.950 2.020
H -3.885 8.736 -1.123
H -3.474 -0.579 4.200
H -2.147 5.688 1.089
H -3.294 11.465 2.776
C 4.987 -5.706 -2.363
H -2.275 2.884 -3.156
H 3.913 -1.163 0.093
N 3.634 -4.120 -1.114
N 4.170 -2.140 0.000
H -1.487 2.619 -0.907
C 1.451 -6.318 0.434
Cl 2.502 0.791 1.283
H 6.927 -2.609 -0.093
C -1.579 3.727 0.927
H 4.957 -3.696 1.142
H 1.799 -3.102 2.525
H -0.289 -5.405 -0.421
H -0.597 9.040 2.525
N -0.949 1.414 0.736
O -1.341 -1.179 -1.328
H -1.375 -2.772 -5.007
C -3.013 -2.685 -0.498
O -1.605 4.696 -1.849
C 1.688 -4.006 1.938
C -1.355 2.601 0.161
C -1.378 -0.202 -4.306
N -2.212 6.735 -1.098
C -1.480 -3.195 4.999
C -2.745 -1.371 4.088
S 1.971 -2.159 -1.509
C -3.823 -5.221 0.395
H -4.977 -2.538 -1.322
H 4.231 -6.491 -2.313
C -2.133 -3.493 0.242
C 6.514 -2.202 0.830
C -0.262 -1.002 -4.506
C -2.275 11.187 2.507
C -1.121 2.445 2.904
C 1.112 0.697 -3.455
H -2.979 2.022 -4.528
C -0.042 1.450 -3.209
P -0.599 -2.768 0.951
C -0.856 1.377 2.100
C -2.560 -4.744 0.691
H -5.693 -4.772 -0.563
H -2.869 -2.017 6.132
C 4.919 -4.806 -1.143
H -1.809 12.059 2.045
C -1.290 1.036 -3.681
H -0.537 0.439 2.538
H 3.189 -7.010 1.486
H 2.885 -4.555 -1.633
H 0.349 -3.045 -4.750
C -2.511 1.900 -3.549
H -1.905 -5.340 1.315
C -4.298 -3.170 -0.763
C 0.611 -4.140 1.060
C 2.485 -6.199 1.350
O 3.896 0.474 1.142
C -1.202 -2.590 2.682
C -1.277 7.907 0.851
H 0.052 2.436 -2.759
H 2.482 1.959 -2.336
H 6.596 -1.117 0.777
H 3.194 0.468 -2.960
S -4.251 0.993 -0.235
H 3.416 -4.921 2.805
C -3.150 8.816 -0.332
Y 0.194 -0.269 -0.422
H -0.506 7.157 0.967
C -1.487 3.668 2.321
C 3.377 -2.841 -0.805
H 5.712 -4.061 -1.175
H -4.132 -6.195 0.748
N -1.876 5.003 0.400
C -2.204 7.805 -0.179
H -1.733 10.973 3.427
C 5.072 -2.619 1.043
H -0.211 -2.287 -6.237
O 2.286 1.742 2.305
O 1.966 1.266 -0.018
H -0.181 -4.220 3.650
H -1.017 2.341 3.975
H -1.222 -3.835 5.832
H -1.676 4.546 2.925
H -2.351 -0.554 -4.631
H -2.331 6.950 -2.077
H 4.702 -2.187 1.977
C -0.886 -3.407 3.761
C 0.523 -5.293 0.287
O 1.720 -0.462 1.525
C -3.371 -0.255 -0.633
C -4.696 -4.419 -0.334
C -2.637 -1.319 -0.900
C -1.323 8.986 1.723
H 5.961 -6.189 -2.421
H 1.346 -7.219 -0.158
C -2.146 -1.577 2.857
C -3.162 9.900 0.526
H 5.052 -5.400 -0.234
H -3.909 10.672 0.385
C 0.980 -0.527 -4.102
H 1.867 -1.122 -4.287
C -1.872 5.407 -0.899
C -0.382 -2.350 -5.161
C 2.610 -5.031 2.092
C -2.407 -2.177 5.167
H 4.829 -5.137 -3.279
H -3.251 1.442 -2.891
C -2.257 10.004 1.579
C 2.479 1.263 -3.174
H 2.833 1.808 -4.052
H 7.129 -2.544 1.661
```

Output
Largest force on an atom: 0.04256 hartree/bohr
<S²>: 0.76
DFT total energy: -113823.83544 eV
Multiplicity: 2

***

Record 3
Density functional theory data (ωB97M-V with the def2-TZVPD basis set) for a structure of composition C49H55BaN11O2P2Se2.

The geometry in XYZ format:
```
122
C49H55BaN11O2P2Se2 | the OMol25 dataset | ωB97M-V with the def2-TZVPD basis set
C -3.320 -3.032 -6.494
Ba -2.697 1.936 -1.343
H 0.197 4.299 3.097
H -7.960 3.206 -2.316
H -5.295 -0.114 -1.850
C 3.285 -4.903 7.292
P -2.121 2.981 -4.511
H -4.905 -4.159 -7.437
H 1.999 0.176 -4.306
C -1.566 5.749 -7.463
C 2.461 -7.520 7.198
C -5.614 2.067 -4.420
H 1.615 -7.253 9.096
H -2.971 4.722 5.515
H 7.323 -6.179 1.841
H 3.152 -7.520 5.102
H 2.796 -2.295 8.256
N -3.779 4.607 4.826
H -2.560 -3.680 -6.936
H -4.602 4.162 5.357
H -0.489 0.598 -4.217
C 2.747 -5.438 8.458
C 1.969 3.507 -4.771
H -2.643 0.307 -6.894
H -5.305 2.279 -5.502
C -2.919 -2.076 -5.610
H 1.901 5.848 1.700
C -3.874 -1.159 -5.169
H -4.011 5.181 -4.468
O -3.711 -1.494 -0.092
C 4.876 -2.821 9.150
C -5.594 0.764 -2.363
H 6.268 3.806 -4.304
C -4.697 -3.293 -6.783
N -0.881 0.048 -0.917
H 7.431 -4.448 1.361
C -7.233 2.490 -2.689
Se 4.707 -2.098 4.871
H -0.770 5.840 -8.187
H 4.280 -1.666 7.381
C -6.619 1.555 -1.836
N -3.637 -0.314 0.243
C 6.440 -3.139 8.788
H 6.502 -3.081 7.726
C 2.506 2.203 -4.614
N -2.276 4.001 3.102
H -2.850 7.580 -7.829
C -1.010 -0.958 -1.579
H -1.930 -2.155 -5.091
H 7.004 -2.270 9.110
N 3.838 -4.753 5.126
H 3.582 2.162 -4.676
C 2.203 -6.756 8.323
H -6.803 -2.559 -6.563
Se -0.955 -2.454 -2.601
H -3.905 1.552 -7.138
N -4.572 3.453 3.011
H -6.932 1.339 -0.824
N -0.700 3.471 -0.022
C 3.746 -4.872 3.661
H 5.836 -5.632 3.630
H 6.342 -5.238 9.377
H 5.685 -4.001 3.326
C 0.323 4.034 -0.745
H -5.156 1.252 0.844
C 2.964 -6.956 6.072
N -2.814 1.607 -5.281
N -5.348 2.033 1.456
H -7.159 3.609 -4.640
N 3.824 -3.614 7.060
C -4.995 1.110 -3.625
C 0.243 4.424 2.014
H 0.454 3.704 -1.764
C -5.234 -1.356 -5.535
C 3.302 -5.600 6.106
H -6.159 1.997 2.013
H 2.660 4.378 -4.923
C 5.176 -4.960 3.098
H -6.024 -0.612 -5.237
H 7.944 -4.717 8.932
C -2.563 6.743 -7.173
H 4.740 -1.997 9.833
H 4.996 -6.359 1.445
C -3.373 6.602 -6.054
H 6.056 4.784 -3.187
C -3.489 3.985 3.631
C 3.899 -2.470 8.031
H 2.945 -5.572 3.355
C 4.108 -3.551 5.722
C -5.689 -2.449 -6.310
P -3.457 0.378 -4.218
H 2.743 -4.932 9.381
C -3.339 5.467 -5.261
C 1.260 5.006 1.316
C -2.866 1.354 -6.706
C 5.315 -5.322 1.614
H 6.988 -5.657 0.151
C -2.515 4.364 -5.655
H -3.972 7.453 -5.577
H -1.035 3.668 -6.989
N -3.146 2.820 1.221
C -4.295 2.739 1.918
H -2.205 2.022 -7.192
C -0.766 3.736 1.289
H 4.733 -4.661 0.994
H 0.277 4.843 -4.824
C 6.865 -5.370 1.228
C -6.758 2.736 -4.007
C 0.211 1.432 -4.439
H 7.114 -4.213 10.498
H 2.172 5.244 -0.746
C -2.125 3.478 1.870
H 3.343 -3.962 3.273
C 1.603 1.180 -4.372
C -1.643 4.539 -6.693
H 2.244 -8.577 7.190
H 4.510 -3.746 9.612
C 6.990 -4.408 9.425
C 0.598 3.781 -4.724
O 5.605 4.413 -3.985
C -0.309 2.703 -4.708
C 1.247 4.882 -0.134
```

Output
Largest force on an atom: 0.15417 hartree/bohr
Charge: +2
DFT total energy: -222140.47233 eV
Multiplicity: 1

***

Computed energy above the lowest of the compared OMol25 structures with the same formula, charge and spin, in the same sequence as the records: 50.4, 20.5, 15.0 kcal/mol.